C5H13NO3S | the ωB97M-V functional and the def2-TZVPD basis

```
23
Properties=species:S:1:pos:R:3:forces:R:3
C -2.6141 1.0479 -0.7454 1.13 -1.00 -1.53
N 1.4961 0.4278 1.5696 0.50 -0.80 1.10
C -1.1379 1.3410 -0.9458 -5.63 -3.74 -7.87
H 3.2397 -2.5564 0.8766 0.26 0.26 0.41
O 0.1312 -1.3862 0.3845 -1.95 0.74 -0.18
S 1.5985 -0.8174 0.6452 -1.09 -1.52 2.87
H -0.7985 2.0028 0.9800 1.19 0.02 -0.42
H 0.1738 0.0198 -1.9534 0.73 0.26 -0.39
C -0.3060 1.8048 0.0053 2.89 2.61 6.14
H -2.7932 -0.0423 -0.9413 0.05 0.58 -0.01
H -1.2473 0.2440 -2.8720 -0.41 0.16 0.15
O 0.9170 -0.0893 2.8504 -1.83 0.47 -1.69
H 1.5884 -3.1669 0.9363 0.32 0.27 0.27
H -3.3403 1.5550 -1.3724 0.11 0.31 -0.69
H -2.9956 1.2204 0.2029 -0.26 0.44 2.26
H -0.0834 1.5115 -2.9650 0.38 0.21 0.49
O 2.1766 -0.5858 -0.5953 1.82 0.94 -2.78
C -0.5291 0.7975 -2.2666 -1.07 -0.46 1.34
H 0.6524 2.1504 -0.2884 0.60 0.76 0.34
C 2.2772 -2.4119 1.3535 -1.54 0.68 -2.87
H -0.5244 -0.6472 0.1169 1.49 -1.19 0.43
H -0.0776 -0.0273 2.6373 2.04 -0.14 0.75
H 2.1965 -2.3922 2.3871 0.26 0.11 1.89
```
Forces are in eV/Å.

Computed properties:
Multiplicity: 3
Total charge: 0
Maximum force: 10.4 eV/Å
Lowest unoccupied orbital energy (alpha / beta): 0.51 / -1.94 eV
Energy relative to the best compared isomer or geometry (same formula, charge and spin): 4.658 eV
HOMO energy (alpha / beta): -5.1 / -9.7 eV